Here is a gas-phase ion, C4H10N3O (charge +1) in a non-equilibrium geometry from the OMol25 dataset. Energies are from ωB97M-V with the def2-TZVPD basis set.

Each atom is followed by the atoms it is bonded to, with distances in Å.
CARTESIAN COORDINATES (ANGSTROEM)
1 C 0.42200 1.06999 0.27713  N5 1.278, O8 1.134
2 C 0.54559 -1.35237 0.23229  N5 1.463, N7 1.620, H9 1.074, H10 1.126
3 C 2.55746 0.20276 -0.12693  N5 1.497, H11 1.046, H12 1.097, H13 1.014
4 C -2.33417 0.99261 -0.28137  N6 1.412, H14 1.037, H15 1.109, H16 1.059
5 N 1.09045 -0.00274 0.08684  C1 1.278, C2 1.463, C3 1.497
6 N -1.42448 0.35552 0.59131  C4 1.412, N7 1.479
7 N -1.04243 -1.03527 0.26550  C2 1.620, N6 1.479, H17 1.047, H18 1.048
8 O 0.47874 2.20283 0.26626  C1 1.134
9 H 0.72369 -1.93162 -0.65427  C2 1.074
10 H 0.94575 -1.74318 1.20928  C2 1.126
11 H 3.16610 -0.53044 0.30390  C3 1.046
12 H 2.77175 0.13698 -1.20115  C3 1.097
13 H 2.74937 1.15955 0.15015  C3 1.014
14 H -1.88775 1.84976 -0.65782  C4 1.037
15 H -2.69855 0.34256 -1.10293  C4 1.109
16 H -3.10720 1.35479 0.34533  C4 1.059
17 H -1.46095 -1.36585 -0.63548  N7 1.047
18 H -1.49538 -1.70586 0.93198  N7 1.048

Calculated values
Calculated total energy, a.u.: -397.54831
HOMO, eV: -13.39
Total charge: +1
Largest force on an atom, eV Å⁻¹: 5.6
LUMO, Eh: -0.1275

Here is a gas-phase ion, C4H10N3S (charge +1) in a non-equilibrium geometry from the OMol25 dataset. Energies are from ωB97M-V with the def2-TZVPD basis set.

Each atom is followed by the atoms it is bonded to, with distances in Å.
CARTESIAN COORDINATES (ANGSTROEM)
1 C 2.29759 1.96635 -0.06032  C2 1.312, H9 1.076, H10 1.077
2 C 1.88370 0.85959 -0.63153  C1 1.312, C3 1.645, H11 1.075
3 C 0.95035 -0.22836 0.17466  C2 1.645, S4 1.838, N5 1.440, H12 1.086
4 S 1.90027 -1.80235 0.18458  C3 1.838, H13 1.335
5 N -0.29432 -0.39657 -0.52887  C3 1.440, C6 1.329, H14 1.013
6 C -1.53122 -0.41700 -0.04326  N5 1.329, N7 1.332, N8 1.333
7 N -2.54825 -0.69942 -0.85614  C6 1.332, H15 1.007, H16 1.006
8 N -1.78568 -0.16807 1.24125  C6 1.333, H17 1.005, H18 1.008
9 H 2.92810 2.65525 -0.59490  C1 1.076
10 H 2.03997 2.23476 0.94999  C1 1.077
11 H 2.14214 0.54488 -1.62657  C2 1.075
12 H 0.80844 0.12807 1.19080  C3 1.086
13 H 1.08655 -2.45059 1.02176  S4 1.335
14 H -0.17457 -0.62657 -1.50851  N5 1.013
15 H -3.50008 -0.67997 -0.52801  N7 1.007
16 H -2.40493 -0.90292 -1.83090  N7 1.006
17 H -2.73680 -0.13687 1.56566  N8 1.005
18 H -1.06127 0.11979 1.88030  N8 1.008

Calculated values
Calculated total energy, a.u.: -720.63039
HOMO, eV: -13.04
Total charge: +1
Largest force on an atom, eV Å⁻¹: 3.2
LUMO, Eh: -0.1136
SMILES string: C=C[C@H](S)[NH+]=C(N)N

Here is a single C4H10N4 molecule in a non-equilibrium geometry from the OMol25 dataset. Energies are from ωB97M-V with the def2-TZVPD basis set.

Each atom is followed by the atoms it is bonded to, with distances in Å.
CARTESIAN COORDINATES (ANGSTROEM)
1 C -2.80423 -1.48914 0.07931  N2 1.565, H9 1.027, H10 1.106, H11 1.090
2 N -2.36938 -0.01525 -0.21551  C1 1.565, C3 1.267
3 C -1.16081 0.34062 -0.07687  N2 1.267, C4 1.512, N5 1.573
4 C -0.78484 1.80146 0.03351  C3 1.512, H12 1.202, H13 1.222, H14 1.116
5 N 0.01714 -0.69191 0.06339  C3 1.573, C6 1.339
6 C 1.21323 -0.09336 0.00094  N5 1.339, N7 1.316, H15 1.319
7 N 2.32581 -0.73090 -0.29692  C6 1.316, N8 1.384, H16 0.986
8 N 3.62200 -0.42933 0.08393  N7 1.384, H17 1.103, H18 0.997
9 H -2.13675 -2.19960 -0.24248  C1 1.027
10 H -3.11287 -1.44260 1.14028  C1 1.106
11 H -3.58220 -1.68178 -0.65897  C1 1.090
12 H -1.67557 2.58453 0.23196  C4 1.202
13 H -0.42133 2.42249 -0.95434  C4 1.222
14 H -0.06889 1.83501 0.88941  C4 1.116
15 H 0.99417 1.16487 -0.32849  C6 1.319
16 H 2.07966 -1.66512 -0.09938  N7 0.986
17 H 3.82321 0.17164 0.98620  N8 1.103
18 H 4.04165 0.11836 -0.63594  N8 0.997

Calculated values
Calculated total energy, a.u.: -377.26443
HOMO, eV: -8.88
Largest force on an atom, eV Å⁻¹: 8.3
LUMO, Eh: 0.0221
SMILES string: C/N=C(C)\N=C\NN

Here is 2 unconnected molecules or ions with the total composition C4H10N4 in a non-equilibrium geometry from the OMol25 dataset. Energies are from ωB97M-V with the def2-TZVPD basis set.

Each atom is followed by the atoms it is bonded to, with distances in Å.
CARTESIAN COORDINATES (ANGSTROEM)
1 H -0.99656 0.40839 -2.48559  N2 1.027
2 N -0.37833 -0.40593 -2.39084  H1 1.027, C3 1.289
3 C -0.65774 -1.05849 -1.31503  N2 1.289, C4 1.526, H6 1.104
4 C -1.67423 -0.59259 -0.27657  C3 1.526, C5 1.340, H7 1.082
5 C -2.00280 -1.43064 0.71554  C4 1.340, H8 1.086, H9 1.085
6 H -0.10372 -1.98353 -1.07834  C3 1.104
7 H -2.31742 0.22777 -0.56812  C4 1.082
8 H -1.36679 -2.25939 1.01269  C5 1.086
9 H -2.92592 -1.32291 1.27465  C5 1.085
10 N 2.10068 -0.26439 -0.00193  C11 1.277, H14 1.025
11 C 1.50504 0.71968 0.55194  N10 1.277, N12 1.348, N13 1.362
12 N 1.77199 1.07738 1.82384  C11 1.348, H15 1.012, H16 1.015
13 N 0.59323 1.53657 -0.04535  C11 1.362, H17 1.015, H18 1.020
14 H 1.87040 -0.27687 -1.00079  N10 1.025
15 H 0.93656 1.29931 2.35038  N12 1.012
16 H 2.30492 0.34651 2.28484  N12 1.015
17 H 0.75364 2.50515 0.21218  N13 1.015
18 H 0.58705 1.47399 -1.06349  N13 1.020

Calculated values
Calculated total energy, a.u.: -377.39845
HOMO, eV: -9.10
Largest force on an atom, eV Å⁻¹: 2.4
LUMO, Eh: 0.0213
SMILES string: [H]/N=C\C=C.N=C(N)N

Energy above the lowest of the compared OMol25 structures with the same formula, charge and spin, respectively: 82.2; 0.0; 114.4; 30.3 kcal/mol.